(1)
DFT (wB97M-V/def2-TZVPD) results for a molecular structure, C44H56O3Si2 in a non-equilibrium geometry.

Output
HOMO level, eV: -9.35
Relative energy (zero: lowest compared OMol25 entry of this formula, charge and spin), kcal per mole: 48.6
E_LUMO, eV: 0.44

Cartesian coordinates (Å):
H: -3.376 -0.165 -2.674
C: 0.929 2.720 7.069
H: -0.573 3.532 8.374
H: -2.464 2.025 -1.641
C: 8.090 7.217 7.458
H: -3.744 3.213 -5.093
C: -6.049 -3.787 -1.007
Si: -3.360 3.713 -6.415
C: 0.907 1.004 2.813
C: 7.091 6.297 7.157
H: 0.014 -0.920 2.468
H: 6.281 6.127 7.859
H: -3.666 -0.593 -7.580
H: -3.150 2.951 -0.216
C: -0.774 -9.076 -4.838
H: -2.010 -1.800 -4.134
H: -4.723 -2.113 -0.752
Si: -2.049 1.333 -7.375
H: -5.071 -6.974 -1.638
C: -1.731 -8.083 -4.655
C: 0.981 2.488 0.916
C: -2.478 -8.045 -3.482
C: 0.174 2.758 8.236
H: 0.165 1.712 -0.915
H: -0.208 1.836 10.140
H: 7.362 1.854 -0.142
H: -6.948 -3.196 -0.866
H: 7.832 3.450 1.692
H: -1.381 1.654 -6.107
C: -1.991 -1.470 -6.391
C: -5.614 0.105 -2.780
H: 9.980 6.901 4.658
C: 6.663 1.955 0.682
H: -6.377 0.744 -3.330
H: 8.057 7.767 8.392
O: -5.447 0.587 -1.397
C: -4.165 0.143 -3.454
C: -2.382 -1.027 -4.907
H: 1.247 3.446 0.482
C: 5.500 1.191 0.705
C: 4.606 1.318 1.763
O: -3.426 2.389 -7.530
H: 4.181 2.300 3.627
C: -3.262 1.980 -0.812
C: -4.740 1.838 -1.408
H: -2.023 4.316 -6.394
C: -0.560 -10.027 -3.846
H: -0.866 -1.672 -6.448
C: 0.288 0.034 2.032
H: -0.459 -0.469 0.079
H: 1.734 2.988 2.866
C: 7.130 5.595 5.957
H: -3.229 -7.275 -3.342
C: -2.261 -8.994 -2.488
H: 1.121 0.804 3.858
H: -2.081 -0.902 -8.537
H: -2.491 -2.497 -6.563
H: -4.295 4.767 -6.871
H: -1.130 -10.722 -1.893
H: 0.775 3.468 6.298
H: -1.141 1.702 -8.486
C: -3.988 -0.935 -4.660
C: 9.169 6.732 5.359
C: 8.167 5.815 5.055
C: 1.335 0.809 9.051
H: -2.845 -5.894 -1.513
C: -4.994 -5.910 -1.439
C: 4.876 2.205 2.799
H: -7.121 -5.627 -1.299
C: -1.301 -9.984 -2.669
H: -4.442 -1.951 -4.406
H: 3.698 0.724 1.780
O: -5.275 2.863 -1.885
C: 0.021 0.288 0.690
H: -5.985 -0.978 -2.784
C: 6.929 2.849 1.714
C: -3.744 -5.303 -1.371
H: -3.909 1.158 -3.930
C: 2.084 0.766 7.879
C: -3.646 -3.938 -1.120
H: 6.246 3.666 3.582
H: -0.195 -9.109 -5.755
C: 0.379 1.804 9.228
H: -2.842 -8.962 -1.571
H: 1.497 0.067 9.825
H: 0.185 -10.803 -3.989
H: 9.914 8.144 6.798
C: -2.532 -0.507 -7.553
H: 6.352 4.876 5.723
H: 8.195 5.272 4.117
C: -6.147 -5.153 -1.253
H: -2.986 1.055 -0.185
H: -2.671 -3.466 -1.064
C: 6.037 2.972 2.775
H: 5.291 0.496 -0.102
C: 9.131 7.431 6.561
H: -4.460 -0.485 -5.603
H: -1.944 -0.028 -4.574
C: 0.370 1.515 0.132
H: 2.826 -0.012 7.738
H: -1.895 -7.339 -5.427
H: 2.468 1.690 5.976
C: -4.799 -3.180 -0.942
C: 1.253 2.231 2.256
C: 1.882 1.722 6.889

***

(2)
DFT (wB97M-V/def2-TZVPD) results for a molecular structure, C44H57AlN5O3P2Si2.

Output
HOMO level, eV: -9.59
Total charge: +1
E_LUMO, eV: -2.50

Cartesian coordinates (Å):
C: -0.378 2.447 -4.107
H: 0.315 0.013 6.704
H: 1.194 -0.174 -6.546
H: 1.459 4.056 -0.724
C: 0.044 0.598 5.834
C: -3.337 -0.977 -1.550
C: 1.392 -4.539 3.071
H: -1.400 3.531 4.976
H: -0.865 2.673 2.722
C: 2.445 -1.905 -6.575
H: 1.943 -3.321 -5.393
H: -2.757 3.345 1.587
H: -3.268 4.075 -2.657
C: -0.620 2.084 3.599
H: 4.388 -3.167 -0.337
H: 2.163 -6.216 1.979
H: -3.346 -2.937 0.790
C: 3.366 -1.475 0.499
H: 5.253 -3.945 1.843
C: -4.434 -1.212 3.833
H: -3.830 -3.075 4.705
H: 1.650 -5.232 -0.235
H: 5.099 0.922 -0.125
H: 0.571 -2.756 3.904
C: -2.821 3.159 -2.268
C: 3.582 -1.186 2.874
C: 4.352 -2.338 2.948
H: 2.889 4.326 0.255
C: 0.348 0.127 4.564
H: -4.765 0.641 2.799
C: 4.639 -3.055 1.791
H: 0.594 -3.018 -0.378
Si: -1.857 -1.938 -0.925
H: 3.392 -0.603 3.770
C: -4.083 -0.184 2.965
C: 1.493 -0.829 -4.626
C: -0.916 2.569 4.865
H: 2.431 -1.733 -7.648
H: 4.611 2.087 1.115
C: -3.069 4.145 0.920
N: -0.770 -0.882 0.005
C: 3.315 1.655 -2.603
O: -0.881 2.527 0.193
H: -3.077 -3.999 -0.598
C: 1.687 -5.246 1.913
H: 3.251 0.575 -2.755
H: 5.371 2.652 -0.374
H: 2.986 4.519 -1.497
H: -1.442 0.794 -2.085
H: 2.630 2.149 -3.298
C: 0.786 -3.457 0.591
H: -5.389 -1.191 4.343
C: -1.967 -1.272 2.523
C: -2.861 -0.215 2.316
H: -0.829 2.193 6.977
C: -3.559 -2.266 4.039
C: 4.674 1.915 0.038
H: 0.884 -0.811 4.453
C: 0.097 1.403 -4.778
Al: -0.012 0.889 0.042
H: -2.591 0.594 1.645
C: -2.332 -2.295 3.388
P: -0.405 -1.180 1.591
N: -0.463 1.085 -2.049
C: 0.324 0.104 -2.760
C: 0.444 -2.759 1.747
C: -1.294 3.440 -1.988
N: 1.685 -0.824 -5.958
H: 0.702 2.772 -2.309
H: 4.746 -2.666 3.901
H: 0.647 -0.755 -2.192
H: -1.685 -3.148 3.536
C: 0.775 -3.300 2.991
H: 0.026 -2.823 -2.392
O: 1.877 -3.160 -6.345
H: -0.778 3.316 -4.617
Si: 3.031 2.100 -0.812
H: -3.879 -0.491 -0.737
H: -5.003 3.302 0.520
P: 2.104 0.808 1.634
H: -2.117 5.267 -0.565
H: -4.544 4.584 -0.579
H: -1.272 -2.107 -3.335
C: -1.058 -2.697 -2.439
C: 0.630 0.251 -4.041
N: -1.905 4.518 0.082
H: -4.021 -1.698 -2.010
H: -3.363 4.998 1.525
H: -1.038 4.421 -2.393
C: 0.005 0.852 3.425
H: 1.646 -4.947 4.040
H: 2.982 -1.132 -0.458
C: -0.595 1.820 5.989
H: 0.085 1.415 -5.861
H: -4.602 2.235 -1.546
C: -1.267 3.496 -0.494
C: 0.333 0.372 2.035
O: 1.990 -1.690 -3.911
C: -0.304 2.453 -2.602
H: -3.126 -0.242 -2.334
C: -4.163 3.703 -0.050
N: 1.812 1.102 -0.053
C: -2.589 -3.308 0.096
H: -1.854 -3.882 0.665
H: 3.471 -1.855 -6.211
H: 4.327 1.971 -2.876
H: -1.495 -3.688 -2.595
C: 1.393 -4.700 0.672
C: 2.545 3.915 -0.698
H: -2.878 2.430 -3.080
C: 3.062 -0.758 1.651
C: -3.707 2.659 -1.092
H: -3.228 1.825 -0.576
C: 4.154 -2.617 0.567

***

(3)
DFT (wB97M-V/def2-TZVPD) results for a molecular structure, C44H57BiF6N9PS.

Output
HOMO level, eV: -2.42
Relative energy (zero: lowest compared OMol25 entry of this formula, charge and spin), kcal per mole: 0.0
Total charge: -2
E_LUMO, eV: 4.23

Cartesian coordinates (Å):
N: -1.209 0.517 2.353
H: 0.822 0.997 2.118
H: -1.790 1.875 4.680
H: 0.527 2.043 4.201
N: -1.970 0.407 -2.517
H: -1.600 -3.359 -1.380
C: 2.442 -2.800 2.375
F: -3.240 1.712 -1.059
C: -3.337 -2.225 1.046
N: 1.840 2.446 -2.698
C: -2.548 1.111 2.233
H: 0.463 -3.641 2.567
H: -2.932 -0.270 -0.832
H: 0.780 -2.885 0.994
C: 1.518 2.096 -4.051
C: 1.393 2.713 -6.393
C: 2.716 -2.472 3.838
H: -2.249 3.241 1.996
F: 3.007 6.633 5.502
H: 4.789 -2.662 -4.424
C: -1.127 -2.315 -3.732
H: 3.792 -2.411 4.021
C: 1.251 0.742 -4.359
Bi: 0.349 0.380 -1.166
H: -2.007 -3.064 3.698
C: 2.026 -1.167 4.219
H: -1.220 0.972 -4.323
H: 3.716 1.546 -2.815
C: 3.048 -1.480 -4.035
C: 3.276 2.479 -2.460
C: -3.115 0.366 -1.693
H: -2.212 -1.351 4.049
C: 0.948 -2.782 2.066
C: -3.872 -3.600 1.417
H: -3.550 2.811 3.086
H: 2.457 -0.332 3.656
H: -3.026 -4.294 1.443
C: 3.201 -3.829 -3.569
N: -2.327 -1.815 2.013
N: -6.314 -1.052 -1.161
H: 3.481 2.568 -1.390
C: -1.550 2.648 3.943
C: -4.369 0.081 -2.411
H: 3.512 -0.559 -4.370
C: 1.742 -1.417 -3.535
H: 1.042 1.081 -7.749
F: 2.983 5.038 1.081
H: 0.021 -0.346 4.175
C: 3.769 -2.664 -4.056
C: 3.000 5.810 3.270
H: -2.863 -2.235 0.068
H: 2.235 -1.726 -0.729
C: 2.283 -0.647 -0.581
N: -0.187 -2.562 -2.648
H: 1.549 4.566 -2.650
C: -2.134 0.825 -3.751
H: 2.328 -3.281 4.474
H: 3.123 -0.234 -1.138
H: -4.168 -1.508 0.993
N: 0.323 -1.543 2.500
C: 3.256 3.413 2.802
H: 1.436 -4.711 -2.735
H: -4.414 -4.508 3.313
H: 0.104 -2.075 4.532
H: -2.112 -2.093 -3.319
H: -2.902 1.118 1.196
H: -5.653 -3.457 2.651
C: -4.484 0.489 -3.723
H: 2.406 -0.422 0.479
H: -0.805 -1.452 -4.311
C: -2.568 -2.162 3.407
F: 3.469 2.021 4.724
H: -3.409 1.284 -5.431
H: -0.273 2.083 1.287
H: 0.925 -0.618 -5.983
H: -4.240 -2.583 4.701
C: 1.178 3.635 -2.194
H: -5.436 0.380 -4.234
C: -0.123 2.444 3.418
H: 2.848 -3.782 2.112
C: 1.573 3.049 -5.061
H: 1.786 4.076 -4.786
H: -1.198 -3.193 -4.397
C: -0.138 1.501 2.211
C: 3.082 4.746 2.392
N: 1.071 -0.215 -3.385
C: 1.113 0.417 -5.724
C: 1.151 -2.624 -3.095
H: 3.763 -4.756 -3.555
H: 0.103 3.557 -2.366
H: 2.165 -0.951 5.283
C: -3.366 0.971 -4.398
H: -1.641 3.610 4.454
F: 2.837 7.067 2.807
H: 2.939 -2.065 1.741
C: -5.445 -0.540 -1.728
F: 3.321 4.074 6.419
H: 3.759 3.317 -2.989
C: -4.055 -2.398 3.639
C: -4.574 -3.562 2.786
C: 0.537 -1.267 3.914
N: -0.757 -1.021 0.053
H: 0.056 -3.787 -0.978
H: 1.350 3.705 -1.117
H: -0.763 -4.591 -2.351
P: -0.958 -0.954 1.572
S: 3.334 2.092 1.695
C: 3.326 3.252 4.195
H: -3.242 0.503 2.821
C: 1.179 1.377 -6.714
C: -0.638 -3.640 -1.804
C: -2.536 2.540 2.784
H: 1.433 3.471 -7.165
C: 3.085 5.598 4.635
H: -4.556 -3.952 0.642
H: 0.317 3.397 3.110
C: 3.246 4.302 5.090
H: -4.591 -1.482 3.379
C: 1.892 -3.800 -3.100

***

> Which of these has the lowest E_LUMO?

C44H57AlN5O3P2Si2

***

> Which of these has the lowest HOMO level?

C44H57AlN5O3P2Si2

***

> What is the HOMO level in the first record?

-9.35 eV

***

> What is the HOMO level in the second record?

-9.59 eV